[1]
ORCA calculation (ωB97M-V with the def2-TZVPD basis set) on a molecular structure, C33H47N6OPPdS2.

Geometry as XYZ:
```
91
Properties=species:S:1:pos:R:3:forces:R:3:lowdin_charge:R:1
Pd -0.853 -0.896 0.107 -0.709 0.277 0.956 0.628
S 2.791 -0.476 0.393 -0.121 -0.013 0.048 0.380
C 1.845 -0.399 1.790 -0.080 -0.041 0.183 -1.186
N 0.548 -0.562 1.966 0.488 0.071 -0.304 -0.057
C 0.161 -0.417 3.276 -0.204 -0.043 -0.207 -0.342
C -1.155 -0.537 3.726 -0.026 0.012 0.047 -0.029
C -1.429 -0.384 5.076 0.034 0.012 -0.023 -0.121
C -0.408 -0.100 5.988 0.011 -0.012 -0.059 -0.141
C 0.903 0.036 5.549 -0.033 -0.004 -0.031 -0.126
C 1.182 -0.126 4.197 0.022 -0.004 0.155 -0.515
S 2.679 -0.052 3.339 0.137 0.055 -0.001 0.917
H -1.930 -0.757 3.000 0.000 -0.027 0.006 0.091
H -2.448 -0.490 5.429 -0.004 0.002 -0.001 0.085
H -0.638 0.007 7.042 -0.004 0.031 0.005 0.078
H 1.698 0.265 6.250 -0.002 -0.018 -0.002 0.090
O -1.763 0.956 -0.400 -0.198 -0.048 -0.053 -0.504
P -2.320 -0.045 -1.486 0.843 0.158 -0.472 0.620
N -1.971 -1.249 -2.841 -0.280 -0.478 0.471 -0.221
C -2.493 -2.591 -2.526 0.217 0.091 -0.096 -0.255
C -1.659 -3.527 -3.395 -0.022 0.052 0.025 -0.179
C -0.259 -2.900 -3.334 -0.014 -0.051 0.008 -0.168
C -0.493 -1.458 -2.861 -0.501 0.194 -0.274 -0.248
N -2.454 1.254 -2.689 0.202 -0.021 -0.054 -0.193
C -2.964 1.056 -4.041 0.027 0.105 0.126 -0.266
C -1.783 1.326 -4.964 0.019 0.055 -0.002 -0.195
C -1.109 2.501 -4.255 -0.027 -0.027 0.027 -0.186
C -1.327 2.202 -2.758 -0.147 0.016 -0.008 -0.226
N -3.949 -0.365 -1.145 -0.045 -0.155 0.129 -0.222
C -5.037 -0.464 -2.093 -0.078 0.113 -0.027 -0.233
C -6.244 -0.869 -1.219 0.036 0.000 0.059 -0.162
C -5.808 -0.522 0.225 -0.004 0.020 -0.115 -0.169
C -4.520 0.279 0.026 -0.034 -0.173 -0.003 -0.232
H -3.560 -2.660 -2.742 -0.008 -0.035 -0.004 0.087
H -2.331 -2.832 -1.469 -0.036 0.007 0.017 0.072
H -2.043 -3.520 -4.419 0.013 -0.020 -0.008 0.091
H -1.673 -4.554 -3.022 -0.018 -0.003 -0.020 0.099
H 0.248 -2.938 -4.301 -0.003 -0.003 -0.008 0.090
H 0.358 -3.431 -2.609 0.038 0.024 -0.005 0.085
H -0.010 -0.721 -3.509 0.004 0.040 0.051 0.092
H -0.154 -1.316 -1.817 0.526 -0.215 -0.485 0.027
H -3.763 1.788 -4.256 -0.038 -0.012 -0.003 0.099
H -3.362 0.055 -4.164 -0.010 -0.019 -0.012 0.081
H -2.082 1.562 -5.990 0.030 -0.031 -0.016 0.093
H -1.135 0.448 -4.972 -0.012 0.007 -0.020 0.088
H -1.614 3.430 -4.535 0.016 0.010 0.004 0.094
H -0.049 2.609 -4.496 -0.005 0.008 -0.015 0.095
H -1.544 3.123 -2.205 0.033 0.016 0.024 0.091
H -0.427 1.773 -2.311 0.008 0.002 -0.002 0.096
H -4.827 -1.184 -2.881 0.026 0.006 -0.012 0.086
H -5.241 0.505 -2.578 0.023 0.026 0.017 0.102
H -6.455 -1.935 -1.315 -0.003 -0.001 -0.004 0.094
H -7.141 -0.323 -1.521 -0.014 -0.009 0.005 0.089
H -5.572 -1.438 0.769 -0.027 0.019 0.032 0.083
H -6.569 0.029 0.780 -0.002 -0.009 0.004 0.094
H -3.828 0.238 0.865 0.013 -0.011 0.008 0.092
H -4.752 1.338 -0.177 0.040 0.032 0.021 0.116
C -1.569 4.297 1.231 -0.008 0.048 -0.011 -0.051
C -0.184 4.247 1.883 -0.097 -0.080 0.019 -0.648
C 0.775 5.170 1.139 0.004 0.015 -0.020 -0.068
C -0.271 4.670 3.346 -0.006 -0.078 0.032 -0.065
N 0.388 2.888 1.892 0.068 0.179 -0.114 -0.066
N 0.556 2.262 0.639 -0.001 0.148 0.012 0.014
H -1.977 5.314 1.252 -0.004 -0.013 -0.001 0.073
H -2.261 3.630 1.750 0.004 0.010 -0.004 0.083
H -1.518 3.971 0.191 -0.031 -0.023 0.009 0.058
H 0.465 6.214 1.248 0.001 -0.014 -0.003 0.071
H 0.792 4.932 0.074 0.017 -0.009 0.007 0.068
H 1.787 5.053 1.534 -0.014 0.021 0.012 0.080
H -0.582 5.713 3.441 -0.030 -0.015 -0.004 0.071
H 0.703 4.537 3.821 -0.003 0.045 0.001 0.077
H -0.990 4.044 3.883 0.011 0.016 -0.001 0.077
H -0.215 2.278 2.436 0.092 -0.065 0.039 0.102
H 1.359 2.622 0.148 0.064 -0.051 0.099 0.065
H -0.284 2.212 0.069 -0.002 -0.126 -0.016 0.017
C -3.748 -5.477 1.662 -0.014 0.098 0.027 -0.129
C -3.955 -4.085 1.506 0.010 -0.104 0.014 -0.112
C -2.925 -3.284 1.097 0.091 -0.031 0.035 -0.067
C -1.626 -3.798 0.816 -0.035 0.094 0.036 -0.198
C -0.579 -2.923 0.341 -0.310 -0.020 -0.162 -0.197
C 0.636 -3.540 0.106 0.127 -0.094 0.000 -0.155
C 0.856 -4.922 0.316 0.005 0.101 -0.030 -0.112
C -0.145 -5.744 0.754 -0.088 0.014 -0.018 -0.092
C -1.426 -5.193 1.003 0.011 -0.067 0.012 -0.193
C -2.515 -6.009 1.418 0.057 0.029 -0.040 -0.076
H -4.565 -6.115 1.982 -0.012 -0.005 -0.022 0.080
H -4.933 -3.659 1.704 0.007 -0.001 0.008 0.077
H -3.058 -2.215 0.965 -0.012 0.002 -0.091 0.066
H 1.471 -2.940 -0.245 -0.027 -0.007 0.041 0.039
H 1.840 -5.336 0.112 0.015 0.010 0.026 0.086
H 0.022 -6.804 0.917 -0.011 -0.012 -0.026 0.086
H -2.349 -7.078 1.522 0.019 0.006 0.048 0.092
```
Forces are in eV/Å.

Summary:
- energy (eV) = -80412.7110
- charge = -2
- HOMO energy (eV) = -0.8

[2]
ORCA calculation (ωB97M-V with the def2-TZVPD basis set) on a molecular structure, C33H48AgBF5N8SSe.

Geometry as XYZ:
```
98
Properties=species:S:1:pos:R:3:forces:R:3:lowdin_charge:R:1
Ag -0.930 -0.596 0.610 0.321 0.095 -0.408 0.540
C 1.830 -1.618 3.193 -0.135 0.260 0.195 -0.105
C 1.131 -1.249 4.490 0.107 -0.170 -0.101 -0.375
C 1.337 -2.381 5.501 0.006 0.240 -0.007 -0.079
C -0.337 -0.983 4.322 -0.216 0.100 0.166 -0.285
C -1.244 -0.879 5.388 -0.188 0.044 -0.002 -0.036
C -2.464 -0.693 4.785 0.152 0.045 0.339 -0.087
N -2.279 -0.673 3.456 -0.352 0.067 0.547 -0.035
N -0.983 -0.841 3.167 0.688 -0.127 -0.348 0.097
B -3.451 -0.604 2.468 0.513 -0.029 -0.242 -0.563
N -3.479 -1.852 1.583 -0.690 -0.200 0.107 -0.034
C -4.560 -2.634 1.441 -0.078 -0.206 -0.099 -0.081
C -4.201 -3.733 0.700 -0.033 0.076 0.082 -0.024
C -2.841 -3.543 0.420 -0.205 -0.062 0.216 -0.297
N -2.433 -2.396 0.950 0.741 -0.108 -0.157 0.071
C -1.999 -4.493 -0.375 0.112 0.143 -0.206 -0.376
C -0.527 -4.473 0.019 -0.228 0.003 0.008 -0.074
C -2.153 -4.155 -1.858 0.028 -0.171 0.127 -0.078
N -3.466 0.692 1.649 -0.600 0.307 0.260 -0.034
C -4.553 1.473 1.584 -0.142 0.244 -0.096 -0.085
C -4.281 2.531 0.754 -0.031 -0.136 0.111 -0.027
C -2.961 2.319 0.335 -0.211 0.019 0.060 -0.304
N -2.487 1.206 0.892 0.661 0.028 -0.303 0.067
C -2.227 3.260 -0.575 0.328 0.001 -0.013 -0.368
C -0.839 2.778 -0.950 -0.318 -0.088 -0.019 -0.113
C -2.107 4.635 0.090 -0.162 -0.119 -0.175 -0.074
H 2.898 -1.735 3.364 0.159 -0.026 -0.015 0.078
H 1.673 -0.862 2.436 0.056 0.062 -0.103 -0.040
H 1.435 -2.553 2.808 -0.098 -0.210 -0.123 0.082
H 1.589 -0.337 4.899 0.026 -0.045 -0.042 0.128
H 0.878 -3.289 5.117 -0.057 -0.155 -0.009 0.086
H 0.890 -2.156 6.466 -0.015 -0.011 0.113 0.060
H 2.400 -2.564 5.645 0.109 -0.041 0.041 0.072
H -1.042 -0.929 6.441 0.014 -0.046 0.143 0.088
H -3.437 -0.582 5.226 -0.174 0.023 -0.077 0.108
H -4.452 -0.610 3.119 -0.215 0.039 0.078 0.111
H -5.503 -2.367 1.878 -0.110 0.096 0.121 0.110
H -4.816 -4.557 0.402 -0.134 -0.177 -0.045 0.094
H -2.414 -5.496 -0.198 0.086 0.114 0.030 0.131
H -0.134 -3.463 -0.098 0.099 0.040 0.011 0.056
H 0.038 -5.142 -0.629 0.091 -0.036 -0.038 0.073
H -0.390 -4.784 1.053 0.064 0.019 0.132 0.073
H -1.641 -3.218 -2.053 -0.066 0.148 -0.157 0.024
H -3.204 -4.037 -2.114 -0.023 0.048 -0.111 0.078
H -1.720 -4.938 -2.479 0.086 -0.099 -0.111 0.073
H -5.438 1.226 2.132 -0.197 -0.095 0.118 0.107
H -4.938 3.331 0.477 -0.125 0.159 -0.063 0.095
H -2.828 3.362 -1.487 0.031 -0.050 0.059 0.141
H -0.270 2.617 -0.040 0.105 -0.001 0.113 0.053
H -0.330 3.518 -1.569 0.051 0.119 -0.034 0.079
H -0.899 1.842 -1.496 0.056 -0.175 -0.065 -0.001
H -1.474 4.564 0.973 0.025 0.027 0.116 0.080
H -3.082 5.010 0.386 -0.100 0.134 0.119 0.064
H -1.661 5.345 -0.606 0.066 0.120 -0.040 0.069
F -0.869 -0.600 -7.999 -0.088 0.078 0.380 0.078
C -1.199 -0.519 -6.688 -0.076 -0.027 0.145 -0.148
C -2.247 0.293 -6.261 0.130 0.048 -0.339 -0.152
F -2.914 1.038 -7.172 0.121 -0.188 0.161 0.082
C -2.585 0.359 -4.923 0.205 -0.197 0.422 -0.268
F -3.584 1.185 -4.558 0.151 -0.148 -0.307 0.045
C -1.919 -0.389 -3.933 0.233 -0.074 -0.810 -0.590
Se -2.428 -0.330 -2.149 -0.177 0.077 0.619 0.642
C -0.858 -1.182 -4.404 -0.370 0.331 0.266 -0.276
F -0.137 -1.898 -3.521 0.078 -0.032 -0.223 0.043
C -0.501 -1.253 -5.735 0.141 0.048 -0.293 -0.156
F 0.547 -2.017 -6.116 -0.219 0.110 -0.004 0.082
C 5.095 2.872 1.207 0.006 0.095 0.197 -0.113
C 4.411 2.737 2.564 -0.054 -0.218 -0.071 -0.258
C 3.270 1.716 2.597 -0.093 0.341 0.012 -0.205
C 1.971 2.191 1.938 0.131 -0.495 0.521 -0.210
N 2.092 2.358 0.511 -0.088 0.095 -0.508 -0.013
C 1.880 1.382 -0.399 0.496 0.538 -0.201 -0.791
S 1.596 -0.205 0.033 -0.210 -0.630 0.165 0.733
N 2.010 1.733 -1.691 -0.055 0.321 0.409 -0.001
C 1.729 0.832 -2.783 0.067 -0.666 -0.273 -0.229
C 2.952 0.008 -3.176 0.066 0.448 -0.033 -0.204
C 4.159 0.879 -3.511 0.017 -0.308 -0.022 -0.277
C 5.370 0.030 -3.866 -0.091 0.218 0.000 -0.119
H 6.034 3.415 1.312 0.073 0.026 -0.080 0.066
H 4.477 3.409 0.493 0.020 0.014 -0.124 0.050
H 5.305 1.886 0.801 0.074 -0.094 -0.147 0.075
H 4.035 3.713 2.882 0.022 0.050 0.136 0.103
H 5.163 2.425 3.293 -0.014 0.065 0.054 0.101
H 3.041 1.481 3.637 -0.049 -0.076 0.057 0.105
H 3.581 0.790 2.113 0.010 -0.105 0.006 0.095
H 1.665 3.148 2.371 -0.045 -0.025 -0.078 0.126
H 1.184 1.454 2.137 0.016 0.208 -0.050 0.089
H 2.271 3.290 0.176 -0.117 -0.033 -0.094 0.134
H 2.238 2.685 -1.927 -0.072 0.040 0.140 0.141
H 1.379 1.422 -3.632 -0.078 0.045 0.038 0.131
H 0.937 0.155 -2.457 -0.146 0.152 -0.163 0.064
H 2.698 -0.607 -4.039 -0.085 -0.135 -0.045 0.115
H 3.206 -0.655 -2.349 -0.037 -0.100 0.021 0.091
H 4.403 1.504 -2.650 -0.013 0.108 -0.008 0.095
H 3.918 1.534 -4.352 -0.040 0.146 -0.010 0.108
H 5.616 -0.628 -3.037 0.119 -0.122 0.089 0.071
H 6.234 0.650 -4.094 0.137 -0.009 -0.012 0.063
H 5.152 -0.586 -4.734 0.030 -0.151 -0.147 0.070
```
Forces are in eV/Å.

Summary:
- energy (eV) = -141370.4565
- charge = -1
- HOMO energy (eV) = -3.8

Computed energy above the lowest of the compared OMol25 structures with the same formula, charge and spin (kJ/mol) in order:
33.8; 68.4
Computed largest force on an atom (eV/A) in order:
1.22; 0.85
Computed gap between HOMO and LUMO (eV) in order:
5.32; 5.98